1.
Density functional theory data (the ωB97M-V functional and the def2-TZVPD basis) for a molecular structure, C7H16AlF3O9S3.

```
39
Properties=species:S:1:pos:R:3:nbo_charge:R:1
Al 1.692 -4.118 1.114 1.00
C 1.590 -2.898 -6.742 0.74
F 1.004 -1.762 -6.470 -0.27
F 0.600 -3.860 -6.666 -0.30
F 2.026 -2.828 -8.029 -0.28
S 2.974 -3.345 -5.559 2.19
O 2.359 -3.555 -4.264 -0.62
O 3.488 -4.653 -6.063 -0.52
O 3.903 -2.221 -5.591 -0.60
O -3.641 -1.889 2.572 -0.89
S -4.949 -1.360 2.993 2.31
O -5.130 -0.249 3.876 -0.86
O -5.695 -0.902 1.611 -0.63
C -7.052 -0.551 1.739 -0.09
C -7.950 -1.703 1.212 -0.63
C -5.981 -2.820 3.503 -0.85
H -7.193 0.379 1.188 0.22
H -7.366 -0.430 2.776 0.21
H -9.018 -1.518 1.329 0.24
H -7.870 -2.642 1.760 0.21
H -7.706 -1.915 0.171 0.22
H -5.479 -3.392 4.283 0.27
H -5.985 -3.441 2.607 0.25
H -6.943 -2.471 3.880 0.25
O 6.923 2.253 1.187 -0.83
S 5.555 2.025 0.675 2.25
O 4.903 0.733 0.666 -0.86
O 4.486 3.180 1.287 -0.61
C 5.001 4.522 1.329 -0.08
C 4.584 5.170 2.622 -0.61
C 5.652 2.592 -1.128 -0.77
H 4.386 5.008 0.572 0.21
H 6.072 4.566 1.131 0.23
H 3.603 4.939 3.039 0.25
H 4.691 6.230 2.392 0.24
H 5.395 4.832 3.267 0.24
H 6.533 2.124 -1.567 0.27
H 5.833 3.667 -1.112 0.25
H 4.707 2.302 -1.588 0.25
```

Results
Total charge: +2
HOMO-LUMO gap in eV: 1.20
Multiplicity: 1

2.
Density functional theory data (the ωB97M-V functional and the def2-TZVPD basis) for a molecular structure, C5H13N2O.

```
21
Properties=species:S:1:pos:R:3:lowdin_spin:R:1
C -3.287 -0.223 -0.025 0.09
O -2.884 0.099 -1.392 0.05
C -2.346 0.302 0.958 0.62
C -0.977 -0.263 1.027 0.09
C 0.083 0.551 0.237 0.03
C 1.958 0.846 -0.440 0.01
N 1.445 -0.075 0.301 0.01
N 4.357 -1.042 -0.505 0.00
H -4.314 0.117 0.081 0.00
H -3.241 -1.317 -0.036 0.02
H -3.432 0.798 -1.758 0.00
H -2.724 0.905 1.774 0.04
H -0.988 -1.266 0.585 0.01
H -0.608 -0.362 2.049 0.01
H 0.017 1.559 0.685 0.00
H -0.344 0.671 -0.776 0.00
H 1.934 0.852 -1.548 0.00
H 2.472 1.734 -0.014 0.00
H 3.418 -0.926 -0.203 0.00
H 5.043 -1.196 0.208 0.00
H 4.418 -1.764 -1.209 0.00
```

Results
Energy relative to the best compared isomer or geometry (same formula, charge and spin) in kJ/mol: 443.11
HOMO-LUMO gap (alpha / beta) in eV: 7.90 / 7.33
Multiplicity: 2